A 2-piece molecular cluster, C2H9NO2 overall in a non-equilibrium geometry, computed with wB97M-V/def2-TZVPD.

CARTESIAN COORDINATES (ANGSTROEM)
C (0.0000, 0.0000, 0.0000)
O (0.1550, -0.9137, -1.0476)
C (1.1173, -0.6905, -1.9782)
N (1.5848, -1.8683, -2.5946)
H (0.9481, -0.1267, 0.5492)
H (-0.8338, -0.2642, 0.6720)
H (-0.1015, 1.0602, -0.2867)
H (0.7946, -0.0402, -2.8140)
H (2.0062, -0.2234, -1.5122)
H (2.1881, -2.3054, -1.8892)
H (2.2020, -1.5966, -3.3679)
O (-1.6053, -0.4485, 3.3017)
H (-2.5844, -0.5440, 3.2786)
H (-1.2638, -1.3216, 3.0030)

Cartesian forces (eV/Å) of the 6 atoms listed first:
1.302 0.156 0.751
-2.219 -1.258 -0.069
1.479 2.415 -0.789
0.749 -1.724 -0.034
-0.315 0.665 0.528
0.307 -0.132 -0.639

Frontier orbital gap = 10.13 eV
Max |F| = 2.94 eV/A
Structure (SMILES) = COCN.O



An isolated molecule of C2H9BN2O2 in a non-equilibrium geometry, computed with wB97M-V/def2-TZVPD.

CARTESIAN COORDINATES (ANGSTROEM)
B (-1.8820, -0.5173, 0.0951)
C (2.3204, -0.3212, -0.2969)
C (-0.0812, -0.7106, -0.4353)
N (0.7085, 1.5591, -0.2762)
N (0.8739, 0.1360, -0.3559)
O (-1.6641, -0.9769, 1.4181)
O (-2.0877, 1.0271, 0.0313)
H (2.8392, 0.0826, -1.1410)
H (2.7605, -0.1557, 0.7397)
H (2.1966, -1.3529, -0.4889)
H (0.1340, -1.8176, -0.5283)
H (-2.9012, -1.0289, -0.5132)
H (-0.3321, 1.6226, -0.0160)
H (1.3081, 1.8840, 0.4649)
H (-1.9806, -0.5386, 2.1662)
H (-2.2123, 1.1082, -0.8635)

Cartesian forces (eV/Å) of the 6 atoms listed first:
-0.214 2.234 0.049
-1.516 0.529 1.041
-2.446 -1.111 0.103
-1.973 -1.353 -0.255
1.659 -0.424 0.486
1.138 -1.694 -1.416

Frontier orbital gap = 9.31 eV
Max |F| = 3.87 eV/A



C31H42BaN6O7S4 as an isolated structure in a non-equilibrium geometry, computed with wB97M-V/def2-TZVPD.

CARTESIAN COORDINATES (ANGSTROEM)
Ba (-1.3963, -0.3276, 0.3315)
C (1.9650, 0.2095, -2.8727)
C (3.1252, 0.3265, -1.9038)
S (2.4469, 0.4988, -0.1471)
C (3.7890, -0.5392, 0.6015)
C (3.5953, -2.0266, 0.3154)
S (1.8511, -2.5386, 0.5520)
C (1.4052, -3.3444, -1.0153)
C (1.6272, -2.5741, -2.3092)
S (0.6868, -1.0098, -2.4349)
H (1.3916, 1.1408, -2.8746)
H (2.3155, 0.0019, -3.8862)
H (3.7950, -0.5334, -1.9365)
H (3.6977, 1.2270, -2.1204)
H (4.7681, -0.1943, 0.2674)
H (3.6657, -0.3314, 1.6641)
H (3.8837, -2.2948, -0.7009)
H (4.2009, -2.6151, 1.0052)
H (1.9204, -4.3050, -1.0673)
H (0.3417, -3.5367, -0.8816)
H (2.6796, -2.3455, -2.4767)
H (1.2875, -3.2163, -3.1229)
N (-3.6741, 0.2337, -0.9713)
C (-3.5904, 1.4849, -1.7334)
C (-2.3386, 1.5241, -2.6070)
C (-1.0262, 1.8815, -1.8701)
O (-0.1576, 2.4700, -2.5313)
O (-0.9288, 1.5136, -0.6590)
H (-3.6473, -0.5605, -1.6081)
H (-4.5497, 0.1910, -0.4637)
H (-3.5635, 2.3111, -1.0180)
H (-4.4704, 1.6231, -2.3773)
H (-2.4538, 2.2532, -3.4072)
H (-2.1865, 0.5402, -3.0690)
S (-2.8335, 0.9504, 2.7244)
C (-2.1283, 2.4827, 2.3194)
N (-0.7776, 2.6434, 2.6401)
C (-0.1327, 3.8356, 2.2783)
C (-0.8673, 4.8423, 1.7269)
C (-2.2334, 4.6396, 1.5104)
N (-2.8479, 3.4436, 1.8194)
H (-0.2127, 1.8003, 2.6947)
H (0.9237, 3.8892, 2.4924)
H (-0.3913, 5.7753, 1.4523)
H (-2.8628, 5.3951, 1.0569)
N (0.9996, -2.0611, 3.7878)
C (0.3870, -0.8301, 3.6267)
N (-0.5202, -0.4966, 4.5836)
O (0.7268, -0.0712, 2.7153)
H (0.4408, -2.7744, 4.2271)
H (1.4347, -2.3762, 2.9332)
H (-0.8842, -1.2449, 5.1503)
H (-1.2411, 0.1595, 4.2555)
C (4.9866, 2.5943, 0.2448)
C (3.5480, 3.0889, 0.4592)
C (3.1308, 3.9805, -0.7279)
C (2.5303, 1.9685, 0.6075)
C (3.5609, 3.8913, 1.7691)
C (3.7191, 5.2738, 1.7891)
C (3.7297, 5.9800, 2.9863)
C (3.5975, 5.3117, 4.1926)
C (3.4607, 3.9302, 4.1895)
C (3.4376, 3.2313, 2.9929)
H (5.0830, 2.0105, -0.6715)
H (5.3151, 1.9839, 1.0885)
H (5.6616, 3.4506, 0.1663)
H (2.8955, 3.3568, -1.5903)
H (3.9121, 4.6950, -1.0128)
H (2.2198, 4.5277, -0.4795)
H (1.5073, 2.3431, 0.6223)
H (3.8177, 5.8179, 0.8583)
H (3.8306, 7.0591, 2.9694)
H (3.5871, 5.8641, 5.1246)
H (3.3563, 3.3950, 5.1259)
H (3.2786, 2.1606, 2.9883)
O (-1.8827, -2.1777, -1.0538)
C (-1.9125, -2.8935, -0.0144)
O (-1.3909, -2.5393, 1.0771)
C (-2.6038, -4.2264, -0.0803)
C (-3.2611, -4.7140, 1.0560)
C (-3.9005, -5.9494, 0.9862)
C (-3.8597, -6.7131, -0.1634)
C (-3.1784, -6.2359, -1.3048)
C (-2.5735, -4.9629, -1.2488)
N (-3.1115, -7.0014, -2.4531)
O (-3.6756, -8.1519, -2.4647)
O (-2.4786, -6.5516, -3.4687)
H (-3.2752, -4.1165, 1.9582)
H (-4.4328, -6.3233, 1.8547)
H (-4.3362, -7.6804, -0.2204)
H (-2.0778, -4.5828, -2.1304)

Cartesian forces (eV/Å) of the 6 atoms listed first:
0.782 0.571 3.392
-0.155 -0.247 0.005
-0.426 0.094 0.327
1.113 0.077 0.234
-0.558 -0.016 -0.121
-0.385 -0.112 -0.016

Frontier orbital gap (alpha / beta) = 3.77 / 3.98 eV
Max |F| = 4.71 eV/A
Charge = -2



A 3-piece molecular cluster, C3H4I2 overall in a non-equilibrium geometry, computed with wB97M-V/def2-TZVPD.

CARTESIAN COORDINATES (ANGSTROEM)
C (-1.8601, -0.7645, -0.2248)
C (2.1802, 1.6955, 0.6058)
C (-1.0956, -0.1492, -0.9074)
I (2.2072, -0.1887, -0.2138)
I (-2.6302, -3.9740, 0.0485)
H (-2.7260, -0.9963, 0.3894)
H (1.1545, 2.0638, 1.0152)
H (3.1026, 2.2166, 0.8275)
H (-0.3327, 0.0969, -1.5405)

Cartesian forces (eV/Å) of the 6 atoms listed first:
-1.673 0.380 0.953
-2.192 0.462 0.769
-0.753 -1.068 0.494
0.513 0.421 0.298
0.041 -0.053 -0.034
0.750 -0.081 -0.340

Frontier orbital gap (alpha / beta) = 9.26 / 5.28 eV
Max |F| = 2.47 eV/A



Result set for energy above the lowest of the compared OMol25 structures with the same formula, charge and spin: 0.876, 1.794, 2.992, 4.268 eV, one per record in the order listed.